Entry from the Open Molecules 2025 dataset: a cluster of 3 separate species, C4H13NO2 in total (ωB97M-V/def2-TZVPD).

Calculated values
HOMO	-10.0	eV
DFT total energy	-365.39841	Ha
SMILES string	C=NCCC.O.O
relative energy (zero: lowest compared OMol25 entry of this formula, charge and spin)	115.7	kJ/mol
largest force on an atom	1.5	eV/A

Cartesian coordinates (Å):
C -1.69265 1.36255 0.17347
C -0.50252 0.48452 0.53873
C 0.36669 0.27752 -0.71292
C 1.89732 -1.49711 -0.66067
N 1.64007 -0.30578 -0.35383
H -2.13039 1.82893 1.05251
H -2.45793 0.83575 -0.39225
H -1.37895 2.24880 -0.38346
H 0.16284 0.98219 1.24213
H -0.86822 -0.49731 0.82769
H -0.09393 -0.22779 -1.56141
H 0.58783 1.29861 -1.02888
H 1.25796 -2.04579 -1.36030
H 2.65315 -2.09463 -0.17218
H 2.77555 1.17527 0.39454
H 3.13489 2.66287 0.33108
O 2.84998 1.97943 0.94955
H -2.35890 -2.14406 0.37386
H -2.98130 -3.45120 0.75219
O -2.86149 -2.87278 -0.00984